Record 1
{
  "formula": "C37H60Cl31FN3O2",
  "method": "ωB97M-V/def2-TZVPD",
  "charge": 1,
  "homo_ev": -11.142,
  "gap_ev": 7.77,
  "symbols": ["Cl", "H", "H", "Cl", "N", "H", "H", "H", "Cl", "H", "C", "Cl", "H", "Cl", "H", "H", "H", "H", "Cl", "Cl", "C", "H", "H", "H", "H", "Cl", "Cl", "Cl", "Cl", "H", "Cl", "C", "O", "C", "Cl", "Cl", "Cl", "Cl", "H", "Cl", "H", "C", "H", "C", "H", "C", "H", "H", "H", "H", "H", "Cl", "H", "Cl", "H", "H", "H", "Cl", "C", "H", "H", "N", "Cl", "H", "O", "Cl", "C", "C", "C", "H", "H", "Cl", "C", "C", "N", "Cl", "H", "Cl", "C", "C", "C", "Cl", "H", "F", "C", "H", "H", "C", "H", "C", "H", "H", "H", "C", "H", "C", "H", "H", "C", "C", "H", "Cl", "H", "C", "H", "H", "H", "Cl", "C", "H", "H", "C", "C", "H", "H", "C", "Cl", "H", "H", "C", "C", "Cl", "H", "C", "C", "Cl", "H", "H", "C", "H", "C", "C", "C", "C"],
  "positions_angstrom": [[1.847031, 5.790964, 2.441111], [-1.662961, 0.764837, 0.139061], [-0.392084, 2.899364, 5.644633], [-8.186069, -5.943924, -0.547922], [2.038714, 4.388378, -1.020179], [-6.696277, -7.356264, -1.709275], [5.307697, -2.630099, 2.389427], [-11.505898, -4.223961, -0.514388], [11.287974, 9.262396, -1.471288], [-3.553076, -3.171391, -2.220526], [-2.652792, 1.240952, 2.181801], [-3.127955, -0.852096, -2.157203], [-5.378660, 3.534183, 5.603410], [-4.406952, 0.914799, 1.641675], [-7.080368, -9.529205, -7.980827], [-0.349165, -0.519868, 2.772297], [6.495600, 5.002399, 3.785007], [-2.483008, 0.985949, 3.291463], [13.281247, 11.977271, 0.788254], [8.881872, 8.105758, -2.647372], [-6.917659, -8.452226, -7.968264], [6.705843, 3.128288, 3.930404], [7.466163, 6.041233, -1.716328], [3.061246, 0.169780, -1.553360], [-2.247201, -0.673853, 1.123351], [-2.412669, 2.863188, 9.576552], [-5.114365, -0.493586, -7.273339], [8.911321, 4.821364, -0.307830], [6.298839, -3.414527, 4.437394], [-9.474997, -10.699055, -5.435957], [-2.050070, -2.932091, -0.417745], [6.348427, 3.979998, 3.256028], [4.447014, 2.316786, 2.799250], [2.138569, 2.888604, -1.214700], [-11.327686, -2.184662, 0.657995], [5.997005, 4.746292, -0.400144], [-5.185617, -8.134175, -8.162096], [-7.541479, -7.802281, -6.446815], [-7.454621, -7.988466, -8.794960], [-4.007518, -5.638061, -7.005508], [1.296226, 2.484459, -1.899373], [0.687874, 1.343798, 2.049975], [3.115648, 2.716951, -1.785322], [-5.091906, 3.891114, 4.614662], [2.726328, 6.254725, 4.581814], [-5.290029, -0.097222, -5.559902], [7.322749, -5.525579, 4.676940], [2.560163, 3.230948, 2.982156], [0.283563, -0.635664, 1.042519], [-2.471088, 2.368632, 2.029416], [1.764094, -2.074755, -0.662808], [-11.545610, -4.972510, -4.271330], [6.876915, -3.713070, 0.459879], [-5.200401, 5.654962, 4.587277], [1.093991, 6.934350, 4.357943], [1.129694, 4.660607, -1.418529], [-5.669789, -4.232481, -6.101979], [-1.971015, 2.472489, 6.719121], [5.196274, -3.506401, -1.256683], [1.127030, 3.542593, 1.405856], [12.058308, 10.515734, 2.178451], [2.065864, 2.221685, 0.118681], [-6.052523, -1.421659, -4.672597], [-4.303709, 0.090069, -5.136820], [1.547619, -2.386741, 2.548356], [7.637639, -4.987879, 2.405002], [-0.249007, 0.066376, 1.781805], [3.725330, -3.019861, -1.579231], [4.748784, 3.737370, 3.044075], [4.850373, 1.939438, -0.136533], [2.256337, -0.344624, 4.016609], [1.029833, 4.669133, 5.016979], [3.007987, 2.192456, 3.134130], [-5.262447, -5.209061, -5.841114], [4.055419, 0.372547, -1.346405], [-3.447208, 3.346068, 4.261678], [8.514344, -4.218916, 4.453876], [-10.775957, -9.736862, -7.152286], [10.489437, 7.773079, -1.988330], [0.836798, 2.507386, 0.969915], [7.441064, 5.731554, -0.673156], [-11.353577, -5.430089, -7.146248], [6.865512, 3.952727, 2.237390], [-0.257132, 2.862217, 0.106399], [0.332345, 1.755536, 3.588009], [-3.948719, 2.110335, 7.953772], [12.726435, 9.684254, 0.749724], [-10.887421, -3.332580, -0.612788], [10.390204, 7.108535, -1.131142], [-0.055041, 2.304069, 4.700755], [-3.574563, 3.844797, 7.774796], [-11.723933, -7.013685, -5.438467], [3.896382, -0.180624, 3.175380], [-7.747127, -7.090512, -1.819876], [7.398076, 6.608903, -0.028912], [-10.525683, -10.433118, -5.547193], [2.830416, 4.848987, -1.490762], [4.920346, 0.297090, 0.680484], [2.296726, 1.043055, 2.205320], [12.930660, 10.413398, 1.534056], [-5.908230, 0.794672, -5.464218], [-4.609052, -5.138697, -4.198524], [4.264751, 4.108667, 4.034656], [2.542165, -1.663469, 2.188820], [3.366555, -3.132580, -2.655566], [-4.311037, -2.385852, -0.811079], [-5.768308, 3.482594, 3.864467], [-11.135415, -2.636357, -2.217796], [-3.156577, 2.858302, 7.974333], [-6.049157, -5.958016, -5.876986], [-8.365647, -7.981879, -1.721749], [2.842083, -2.413864, -0.414644], [-11.105556, -6.123839, -5.538879], [-10.055301, -6.390250, -5.426414], [5.854375, -3.973264, -2.082408], [5.815283, -3.365272, 0.179911], [14.297362, 9.848067, 2.502160], [-11.144425, -11.323965, -5.447056], [4.622560, -0.483242, -1.475750], [3.462543, -2.261830, 1.035455], [7.554018, -4.614731, 4.126054], [-7.996342, -6.392897, -3.424167], [2.998393, 1.847143, 4.242703], [4.923926, -2.734340, 1.301552], [-1.719587, 0.364435, 1.227182], [-10.965528, -9.283248, -4.278806], [-9.837220, -3.598185, -0.501230], [11.095287, 7.295095, -2.757241], [4.240393, 0.959061, 0.012530], [4.350234, 4.397993, 2.177426], [2.757720, -0.288164, 2.976670], [-3.414383, -2.436917, -1.427718], [2.890306, 1.386569, 0.753786], [1.729495, 6.066735, 4.184027]],
  "forces_ev_per_a": [[-0.029, 0.148, -0.131], [-0.245, -0.410, 1.994], [1.168, -1.778, -2.393], [0.048, -0.076, 0.086], [-0.476, -1.828, -0.498], [-0.153, 0.187, -0.044], [-0.588, -0.252, -2.317], [0.018, 0.217, -0.041], [-0.008, -0.054, -0.067], [0.135, 0.179, 0.072], [1.103, 0.267, -0.698], [-0.035, 0.052, -0.056], [0.119, 0.108, -0.126], [1.317, 0.360, 0.706], [0.041, 0.194, 0.120], [0.418, 1.045, -1.597], [-0.185, -1.790, -1.011], [-0.613, 0.216, -1.860], [-0.127, -0.036, -0.062], [-0.018, 0.000, -0.082], [0.004, -0.268, -0.489], [-0.266, 1.315, -0.959], [-0.028, -0.199, 0.204], [1.098, -0.141, 0.244], [1.140, 1.849, 0.272], [-0.123, 0.030, -0.048], [0.050, 0.077, 0.011], [-0.008, 0.057, -0.007], [0.022, 0.044, 0.479], [-0.151, 0.189, -0.021], [0.038, -0.150, 0.023], [-1.309, -0.394, -0.196], [-1.540, 1.532, 0.268], [0.584, 1.409, -1.884], [0.022, -0.058, 0.100], [-0.246, -0.029, -0.001], [-0.549, -0.597, -0.204], [-0.166, -0.210, 0.049], [0.114, 0.021, 0.203], [0.291, 0.714, 0.252], [1.280, 0.538, 1.509], [0.814, -0.338, 2.716], [-1.241, -0.493, 1.412], [-0.255, -0.065, -0.043], [-0.128, -0.122, -0.139], [0.082, 0.232, 0.074], [-0.094, 0.166, -0.162], [0.168, -1.665, 0.354], [-0.885, 1.035, 0.950], [-0.368, -1.915, 0.246], [1.982, -0.670, 0.642], [0.096, -0.235, -0.091], [-2.102, 0.721, -0.810], [-0.076, -0.040, 0.053], [0.045, -0.194, -0.115], [0.850, 0.333, 0.294], [0.212, -0.081, 0.094], [-0.591, -0.464, 1.327], [-1.583, 1.425, 2.584], [-0.823, -1.918, -0.144], [0.216, 0.076, -0.045], [-0.098, -2.423, 1.563], [-0.003, 0.003, 0.106], [-0.139, -0.169, -0.083], [3.918, 2.948, -1.542], [0.243, -0.297, 0.148], [0.015, -0.413, -0.455], [1.905, 0.130, 4.028], [1.473, 1.240, 0.540], [-1.134, -1.340, 0.597], [0.466, 0.070, -1.947], [0.653, 1.137, -0.149], [0.572, -0.064, 0.362], [-0.179, 0.194, -0.222], [-0.678, 0.031, 0.515], [-0.545, 0.418, -0.337], [-0.192, 0.033, -0.136], [0.028, -0.056, -0.031], [0.280, -0.228, 0.101], [-0.376, 3.002, 0.210], [0.120, 0.290, -0.155], [0.061, -0.071, -0.078], [-0.526, 0.049, 1.601], [1.639, -1.444, 1.292], [-2.366, 3.555, 3.287], [0.246, 0.011, -0.016], [0.181, 0.190, 0.172], [0.087, -0.214, 0.002], [-0.044, 0.188, -0.120], [1.751, -2.543, -5.367], [0.198, -0.100, 0.007], [0.045, 0.271, -0.104], [-1.768, -0.057, -0.429], [0.110, -0.291, -0.011], [-0.030, -0.226, -0.025], [0.123, -0.278, -0.025], [-0.816, -0.271, 0.264], [-1.559, 1.062, -0.909], [1.285, 0.515, 0.078], [-0.174, -0.144, -0.035], [0.006, -0.233, -0.068], [-0.015, 0.013, 0.164], [0.492, -0.860, -1.610], [-3.041, -2.879, 1.177], [0.321, 0.223, 1.845], [0.216, 0.106, -0.033], [0.197, 0.097, 0.051], [0.065, 0.103, 0.162], [-0.272, 0.130, 0.214], [0.255, 0.033, 0.097], [-0.008, 0.235, -0.039], [3.465, -1.193, 0.183], [-0.050, -0.206, 0.021], [-0.176, 0.124, -0.040], [-1.350, 0.906, 1.462], [-4.079, 1.360, -0.693], [-0.065, -0.093, 0.030], [0.002, 0.239, -0.029], [-0.778, 0.675, 0.350], [1.714, -0.878, -2.995], [0.261, -0.167, 0.198], [-0.034, -0.024, 0.019], [-0.537, 0.770, -1.889], [-1.352, -0.066, -2.548], [-0.372, -0.876, -0.417], [0.075, -0.167, 0.194], [-0.182, 0.168, -0.059], [-0.144, 0.190, 0.054], [1.105, 0.688, 0.760], [0.580, -1.194, 1.366], [1.113, -0.558, -0.776], [-0.314, -0.189, -0.094], [-0.330, 0.166, -1.247], [0.001, 0.379, 0.491]],
  "mulliken_charge": [-0.07, 0.24, 0.45, -0.15, -0.45, 0.31, -0.19, 0.26, -0.15, -0.02, -0.42, -0.15, 0.24, -0.24, 0.30, 0.50, 0.33, 0.33, -0.15, -0.17, -0.42, 0.30, 0.27, 0.30, 0.33, -0.16, -0.16, -0.17, -0.14, 0.22, -0.15, -1.02, -0.33, -0.84, -0.17, -0.05, -0.13, -0.08, 0.31, -0.19, 0.29, 2.85, 0.47, -0.43, 0.31, -0.21, 0.31, -0.56, -0.20, 0.25, 0.42, -0.10, 0.28, -0.16, 0.42, 0.23, 0.17, -0.05, -0.39, -0.53, 0.28, 0.99, -0.11, 0.17, -0.61, -0.14, -0.42, -0.74, 0.05, 0.16, 0.37, -0.10, -0.24, 0.77, -0.47, 0.06, 0.30, -0.14, -0.07, 0.15, -0.43, -0.18, 0.16, -0.44, -0.82, 0.33, 0.02, 0.00, 0.08, -1.31, 0.22, 0.14, 0.51, -0.39, 0.35, -0.28, 0.25, 0.35, 0.38, 0.00, 0.31, -0.18, 0.21, -0.17, 0.33, 0.30, 0.32, -0.16, -0.38, -0.55, 0.29, -0.32, 0.39, -0.25, 0.30, -0.35, -0.16, 0.35, 0.30, 0.55, -0.30, -0.07, 0.42, 0.41, -0.40, -0.13, 0.05, 0.32, -0.87, 0.19, -0.41, 0.06, -0.04, -0.48]
}

Record 2
{
  "formula": "C7H12O2",
  "method": "ωB97M-V/def2-TZVPD",
  "e_above_lowest_kcal_mol": 52.8,
  "smiles": "CC[C@]1(C)O[C@@H]1C(C)=O",
  "homo_ev": -9.674,
  "gap_ev": 10.45,
  "symbols": ["H", "H", "C", "C", "H", "O", "C", "H", "C", "H", "H", "H", "C", "O", "H", "H", "H", "H", "C", "C", "H"],
  "positions_angstrom": [[0.447756, -2.171336, 1.208999], [0.963547, 0.991611, 1.760410], [1.380786, -1.640199, 1.035247], [-0.709995, 0.019225, -1.495947], [-1.289867, 1.300810, -3.072866], [2.065244, 0.035037, -0.644129], [1.124936, -0.435079, 0.177589], [0.161580, 1.670869, 0.388147], [-1.066560, 0.316679, 1.606093], [-1.786969, 1.851873, -1.473963], [2.074293, -2.307580, 0.524054], [-0.082194, 2.015288, -1.981383], [-0.972048, 1.394596, -2.033860], [-1.529979, -0.894121, -1.437521], [-1.850216, 0.157395, 0.868921], [0.815473, -1.551266, -1.693264], [-1.436266, 1.072850, 2.299462], [1.819241, -1.345596, 1.986913], [0.592595, -0.630155, -1.169391], [0.239383, 0.757737, 0.976643], [-0.960741, -0.608640, 2.169845]],
  "forces_ev_per_a": [[-0.015, -0.025, 0.095], [-0.138, 0.285, 0.228], [0.300, 0.094, 0.044], [-0.114, -1.993, -1.283], [0.010, -0.104, 0.024], [-1.094, 0.249, -2.358], [-3.728, 0.895, 2.325], [-0.039, -0.214, -0.323], [-0.213, 0.018, -0.084], [-0.027, 0.039, -0.010], [0.003, -0.027, -0.023], [0.022, 0.030, 0.009], [0.079, -0.061, 0.484], [-0.110, 1.607, -0.067], [-0.056, -0.078, -0.047], [0.024, 0.174, 0.041], [0.059, 0.056, 0.021], [0.033, -0.060, 0.140], [2.612, 0.853, 0.717], [2.316, -1.715, 0.047], [0.074, -0.024, 0.018]],
  "mulliken_charge": [0.37, 0.41, -1.62, 0.69, 0.41, -0.63, 1.69, 0.37, -1.09, 0.31, 0.46, 0.33, -1.24, -0.54, 0.29, 0.46, 0.37, 0.33, -0.84, -0.82, 0.31]
}

Record 3
{
  "formula": "H10NO3",
  "method": "ωB97M-V/def2-TZVPD",
  "e_above_lowest_kcal_mol": 26.7,
  "charge": 2,
  "s2": 0.754,
  "homo_ev": [-19.210, -19.207],
  "gap_ev": [10.22, 2.26],
  "multiplicity": 2,
  "symbols": ["H", "N", "H", "O", "O", "H", "H", "H", "H", "H", "H", "H", "O", "H"],
  "positions_angstrom": [[-0.308107, 2.708821, -1.941620], [-0.135765, -0.267792, 0.378723], [-2.314697, -2.461861, -0.833938], [-2.118620, -1.930072, -0.036874], [2.700244, 0.398770, 1.162254], [-2.263711, -2.597272, 0.662534], [-0.685535, -1.093605, -0.041535], [-1.350421, 1.695077, -1.232821], [3.250536, 1.026505, 0.593845], [-0.600539, 0.071127, 1.222880], [0.005210, 0.447296, -0.353779], [3.422868, -0.115518, 1.645860], [-0.441936, 1.867718, -1.491621], [0.773669, -0.579185, 0.697799]],
  "forces_ev_per_a": [[-0.549, 0.004, 0.044], [0.391, -0.766, -0.252], [-0.034, 0.448, 0.046], [-0.063, -1.145, -0.260], [1.394, 0.195, 0.006], [-0.008, 0.413, 0.006], [-0.101, 0.517, 0.744], [-0.381, 0.929, -0.599], [-0.371, 0.238, -0.124], [-0.435, 0.250, -0.365], [-0.274, 0.590, 0.000], [-0.284, -0.189, 0.265], [0.767, -1.078, 0.691], [-0.054, -0.405, -0.202]],
  "mulliken_spin": [0.00, 0.01, 0.00, 0.07, 0.97, 0.00, 0.00, 0.00, -0.02, 0.00, 0.00, -0.02, 0.00, 0.00]
}

Record 4
{
  "formula": "C4H8O2",
  "method": "ωB97M-V/def2-TZVPD",
  "e_above_lowest_kcal_mol": 32.0,
  "smiles": "CCC(=O)CO",
  "homo_ev": -10.295,
  "gap_ev": 11.15,
  "symbols": ["H", "H", "H", "C", "C", "H", "H", "O", "O", "C", "C", "H", "H", "H"],
  "positions_angstrom": [[0.538423, 0.382216, -2.479169], [0.749284, 2.124248, -1.978031], [1.804652, 0.898677, -1.301145], [0.099767, -0.132891, 0.488679], [0.779687, 1.056705, -1.685571], [-1.101770, 1.334955, -0.559352], [0.843794, -0.966595, 2.404689], [-0.038427, -1.360987, 2.538419], [1.247635, 0.058716, 0.838888], [-0.739262, -1.068336, 1.367461], [-0.419804, 0.508336, -0.775517], [-0.963677, -1.991041, 0.802263], [-1.706372, -0.599378, 1.601344], [-1.093930, -0.244624, -1.262957]],
  "forces_ev_per_a": [[0.995, 0.230, -1.497], [-0.578, -0.716, 0.146], [-0.874, -0.335, 0.078], [0.439, 0.203, 0.235], [-0.954, -0.567, 0.634], [0.037, -0.065, 0.465], [-0.109, -0.093, 0.060], [0.037, -0.023, 0.017], [-0.258, -0.067, 0.147], [-0.147, 0.188, -0.299], [0.372, 0.426, 0.111], [0.085, 0.238, -0.006], [0.139, 0.005, -0.061], [0.817, 0.579, -0.030]],
  "mulliken_charge": [0.23, 0.29, 0.31, 0.65, -0.89, 0.30, 0.39, -0.54, -0.64, -0.46, -0.51, 0.24, 0.28, 0.35]
}